No. 1
{"formula": "C34H44BiGeIOSi", "method": "the ωB97M-V functional and the def2-TZVPD basis", "total_energy_ha": -4275.4072, "spin_multiplicity": 1, "total_charge": 2, "gap_ev": 6.90, "largest_force_ev_per_a": 0.46, "e_above_lowest_kcal_mol": 0.0, "symbols": ["Bi", "I", "C", "C", "C", "C", "C", "C", "C", "C", "C", "C", "H", "H", "H", "H", "H", "H", "C", "C", "C", "C", "Si", "O", "C", "C", "C", "C", "C", "C", "C", "C", "C", "C", "C", "C", "H", "H", "H", "H", "H", "H", "H", "H", "H", "H", "H", "H", "H", "H", "H", "H", "H", "H", "H", "C", "C", "C", "C", "Ge", "C", "C", "C", "C", "H", "H", "H", "H", "H", "H", "H", "H", "H", "H", "H", "H", "H", "H", "H", "H", "H", "H", "H"], "coordinates": [[-0.4169, -0.0080, -1.2967], [0.5700, -1.5782, -3.5169], [-0.8433, -0.6048, -4.7489], [-0.8751, -0.9866, -6.0594], [-1.7885, -0.3667, -6.9345], [-2.6221, 0.6047, -6.4690], [-2.5908, 1.0076, -5.1134], [-3.4603, 2.0224, -4.6488], [-3.4504, 2.4223, -3.3459], [-2.5590, 1.8147, -2.4396], [-1.6922, 0.8348, -2.8542], [-1.6825, 0.3959, -4.2039], [-0.2145, -1.7552, -6.4380], [-1.8127, -0.6739, -7.9707], [-3.3269, 1.0851, -7.1354], [-4.1422, 2.4781, -5.3554], [-4.1206, 3.1977, -3.0019], [-2.5752, 2.1425, -1.4057], [3.8635, 3.6343, 0.6563], [3.1174, 3.1321, -0.5836], [2.3269, 4.2786, -1.2222], [4.1137, 2.5529, -1.5956], [1.9411, 1.7861, -0.0539], [1.0788, 1.2953, -1.4253], [0.5428, 2.3736, 1.0818], [-0.5731, 2.9704, 0.4745], [-1.6491, 3.4365, 1.2217], [-1.6244, 3.3332, 2.6048], [-0.5216, 2.7685, 3.2305], [0.5421, 2.2896, 2.4768], [2.7335, 0.2074, 0.5881], [3.2756, 0.0775, 1.8711], [3.8531, -1.1094, 2.2963], [3.9194, -2.1996, 1.4395], [3.4294, -2.0851, 0.1466], [2.8484, -0.8936, -0.2675], [4.5165, 4.4653, 0.3782], [4.4969, 2.8566, 1.0926], [3.1812, 4.0026, 1.4276], [3.0190, 5.0502, -1.5680], [1.6443, 4.7495, -0.5091], [1.7495, 3.9432, -2.0869], [4.8221, 3.3275, -1.8994], [3.6108, 2.1974, -2.4976], [4.6912, 1.7262, -1.1740], [-0.5674, 3.1429, -0.6000], [-2.4873, 3.9182, 0.7315], [-2.4486, 3.7150, 3.1937], [-0.4868, 2.7091, 4.3110], [1.3804, 1.8515, 2.9961], [3.2764, 0.9181, 2.5537], [4.2745, -1.1788, 3.2908], [4.3838, -3.1202, 1.7681], [3.5258, -2.9148, -0.5435], [2.5451, -0.7977, -1.3058], [-3.4849, -2.8667, 3.0019], [-3.4003, -1.5859, 3.8144], [-2.0705, -0.8640, 3.6493], [-1.8201, -0.3822, 2.2090], [-1.2716, -1.8061, 1.0184], [0.4350, -2.7101, 1.2854], [0.3605, -3.9476, 2.2108], [0.0857, -5.2442, 1.4617], [-1.2120, -5.2477, 0.6684], [-4.3922, -3.4305, 3.2193], [-2.6458, -3.5347, 3.2172], [-3.5262, -2.6742, 1.9195], [-3.5465, -1.8143, 4.8713], [-4.2157, -0.9132, 3.5344], [-1.2448, -1.5004, 3.9873], [-2.0416, 0.0200, 4.2892], [-1.0096, 0.3494, 2.2075], [-2.7107, 0.1059, 1.8092], [-2.2675, -2.3278, -0.0265], [1.1017, -1.9540, 1.7022], [0.8501, -3.0021, 0.3182], [-0.3764, -3.8036, 3.0051], [1.3221, -4.0235, 2.7225], [0.0789, -6.0617, 2.1847], [0.9260, -5.4457, 0.7903], [-2.0654, -4.9366, 1.2802], [-1.4396, -6.2460, 0.2971], [-1.1607, -4.5948, -0.2088]]}

No. 2
{"formula": "C34H62BBrClN8O6P2S", "method": "the ωB97M-V functional and the def2-TZVPD basis", "total_energy_ha": -6361.4327, "spin_multiplicity": 1, "total_charge": 1, "gap_ev": 4.85, "largest_force_ev_per_a": 17.35, "symbols": ["C", "O", "B", "O", "C", "P", "S", "N", "C", "O", "O", "C", "Br", "C", "C", "C", "O", "Cl", "C", "C", "C", "N", "P", "O", "H", "H", "H", "H", "H", "H", "H", "H", "H", "H", "H", "H", "H", "H", "H", "H", "H", "H", "H", "H", "C", "C", "C", "C", "N", "H", "H", "H", "H", "H", "H", "H", "C", "C", "C", "C", "N", "H", "H", "H", "H", "H", "H", "H", "C", "C", "C", "C", "N", "H", "H", "H", "H", "H", "H", "H", "C", "C", "C", "C", "N", "H", "H", "H", "H", "H", "H", "H", "C", "C", "C", "C", "N", "H", "H", "H", "H", "H", "H", "H", "C", "C", "C", "C", "N", "H", "H", "H", "H", "H", "H", "H"], "coordinates": [[1.9916, -0.6972, -0.3194], [1.5996, 0.6290, -0.7895], [0.2917, 0.6377, -1.3951], [0.2322, 0.2237, -2.7971], [-1.1160, 1.0291, -0.6046], [-0.5119, 1.6302, 1.0944], [0.6395, 3.1922, 1.0459], [-1.8174, 1.9858, -1.5221], [-1.3003, 2.9913, -2.4895], [-0.3308, 3.9129, -1.9434], [-0.8181, 5.3418, -2.0476], [-3.1347, 1.7593, -1.3834], [-4.7230, 2.5565, -2.2326], [-3.5253, 0.5953, -0.3292], [-4.2112, 1.0913, 1.0415], [-5.6282, 0.3214, 1.1673], [-5.7330, -0.9274, 1.2177], [-7.2221, 1.2713, 1.1947], [-2.1379, -0.2266, -0.3237], [-2.3889, -1.2620, -1.5904], [-1.3617, -2.5055, -1.6357], [-1.3726, -3.0127, -3.0726], [-1.7352, -1.4421, 1.0625], [-2.0017, -0.9412, 2.4938], [1.5493, -0.8832, 0.7259], [3.1464, -0.6833, -0.1952], [1.7549, -1.5479, -1.0564], [1.0651, 0.5139, -3.2482], [0.2151, 0.5886, 1.8041], [-1.6232, 1.9635, 1.9621], [-0.7942, 2.5066, -3.4189], [-2.1549, 3.6511, -2.9377], [-0.3550, 5.9196, -1.3780], [-4.4245, 0.0996, -0.8778], [-3.5612, 1.0275, 1.9798], [-4.4796, 2.2158, 0.8987], [-3.4539, -1.7239, -1.4874], [-2.4167, -0.6658, -2.5845], [-1.7044, -3.4242, -1.0112], [-0.2887, -2.2670, -1.3203], [-0.7986, -2.4061, -3.6786], [-2.3675, -2.9294, -3.3711], [-0.3639, -1.8918, 0.9241], [-2.5740, -2.6124, 0.8597], [-1.6035, -7.3357, -3.8565], [-1.0508, -7.5110, -2.4460], [-2.1451, -7.5353, -1.3764], [-2.9047, -6.2376, -1.3940], [-3.5000, -5.2155, -1.4078], [-2.1217, -6.3796, -3.9705], [-0.7911, -7.3530, -4.5874], [-2.3036, -8.1394, -4.1062], [-0.3465, -6.6986, -2.2377], [-0.4855, -8.4465, -2.3993], [-1.7006, -7.6759, -0.3875], [-2.8404, -8.3602, -1.5562], [-0.6905, 5.5324, 4.4487], [-0.1758, 5.2070, 5.8472], [1.2317, 4.6063, 5.8384], [1.2331, 3.3208, 5.0578], [1.2341, 2.3103, 4.4438], [-0.7777, 4.6338, 3.8315], [-1.6842, 5.9843, 4.5054], [-0.0247, 6.2368, 3.9396], [-0.8723, 4.5127, 6.3287], [-0.1695, 6.1228, 6.4457], [1.5604, 4.4037, 6.8611], [1.9436, 5.3022, 5.3851], [4.3009, 7.4077, 0.0804], [3.7362, 7.1830, 1.4793], [2.3886, 6.4570, 1.4679], [1.3743, 7.2679, 0.7088], [0.5733, 7.9041, 0.1111], [3.6484, 8.0473, -0.5201], [5.2740, 7.9016, 0.1387], [4.4323, 6.4574, -0.4467], [3.6316, 8.1518, 1.9791], [4.4526, 6.5963, 2.0617], [2.0341, 6.3083, 2.4913], [2.4845, 5.4748, 0.9961], [4.3556, -4.4372, 0.0297], [3.7621, -4.7063, 1.4088], [2.4019, -5.4055, 1.3454], [1.4193, -4.5436, 0.6036], [0.6444, -3.8657, 0.0193], [3.7255, -3.7619, -0.5559], [5.3366, -3.9645, 0.1241], [4.4788, -5.3680, -0.5327], [3.6666, -3.7562, 1.9452], [4.4574, -5.3292, 1.9795], [2.0259, -5.5880, 2.3557], [2.4884, -6.3697, 0.8367], [5.4820, -9.2413, 0.4478], [4.8875, -9.5112, 1.8263], [3.5264, -10.2084, 1.7619], [2.5443, -9.3440, 1.0202], [1.7722, -8.6631, 0.4367], [4.8531, -8.5646, -0.1374], [6.4635, -8.7700, 0.5434], [5.6044, -10.1715, -0.1155], [4.7927, -8.5615, 2.3637], [5.5815, -10.1354, 2.3966], [3.1497, -10.3915, 2.7717], [3.6121, -11.1722, 1.2521], [-4.4449, 8.5116, -2.1524], [-3.3816, 9.1293, -3.0540], [-2.7715, 8.1223, -4.0310], [-2.1075, 7.0072, -3.2674], [-1.5735, 6.1062, -2.6608], [-4.0272, 7.7272, -1.5147], [-4.8719, 9.2714, -1.4933], [-5.2576, 8.0785, -2.7442], [-2.5944, 9.5627, -2.4283], [-3.8300, 9.9504, -3.6215], [-2.0268, 8.6140, -4.6624], [-3.5454, 7.7026, -4.6828]]}